This record from OMol25 describes a molecular structure, C16H28IrN6O3Se. The level of theory is the ωB97M-V functional and the def2-TZVPD basis.

Properties
LUMO level (spin up / spin down) in Eh: -0.1598 / -0.1626
Gap between HOMO and LUMO (spin up / spin down) in eV: 5.98 / 5.90
Charge: +1
Relative energy (zero: lowest compared OMol25 entry of this formula, charge and spin) in kJ/mol: 367.3

Structure (XYZ):
```
55
C16H28IrN6O3Se the ωB97M-V functional and the def2-TZVPD basis
Ir 0.066 -0.397 2.035
N -1.377 -1.350 3.486
C -2.355 -0.432 4.092
C -1.626 0.790 4.594
N -0.887 1.438 3.521
C -1.608 2.466 2.763
C -2.247 1.897 1.502
N -1.221 1.194 0.734
H -1.838 -2.120 3.013
H -0.771 -1.743 4.202
H -2.882 -0.893 4.931
H -3.092 -0.169 3.336
H -0.908 0.473 5.353
H -2.340 1.474 5.062
H -0.056 1.855 3.922
H -0.893 3.235 2.464
H -2.384 2.939 3.371
H -2.696 2.715 0.935
H -3.034 1.186 1.747
H -0.602 1.861 0.284
H -1.635 0.604 0.019
O 0.312 -2.671 1.538
C -0.592 -2.643 0.675
O -1.195 -1.580 0.395
H -0.863 -3.561 0.138
C -0.710 0.747 -3.420
C -0.506 -0.717 -3.033
N 0.775 -1.263 -3.482
C 0.781 -2.177 -4.631
C 0.873 -1.452 -5.969
C 1.985 -0.839 -3.045
O 3.038 -1.142 -3.575
C 2.028 -0.004 -1.790
C 2.704 1.209 -1.761
C 2.835 1.880 -0.556
C 2.239 1.351 0.571
N 1.583 0.187 0.548
C 1.531 -0.504 -0.599
H -1.725 1.061 -3.170
H -0.563 0.883 -4.490
H -0.007 1.396 -2.896
H -1.285 -1.320 -3.496
H -0.610 -0.835 -1.953
H -0.121 -2.787 -4.584
H 1.649 -2.822 -4.516
H -0.014 -0.846 -6.159
H 0.972 -2.179 -6.774
H 1.753 -0.810 -5.979
H 3.139 1.605 -2.669
H 3.391 2.803 -0.490
H 2.307 1.842 1.534
H 1.103 -1.492 -0.550
Se 3.697 -0.052 5.293
C 2.392 -0.137 4.141
N 1.489 -0.154 3.391
```



This record from OMol25 describes a single C16H28N2O2 molecule. The level of theory is the ωB97M-V functional and the def2-TZVPD basis.

Properties
LUMO level in Eh: 0.0308
Gap between HOMO and LUMO in eV: 9.15
Relative energy (zero: lowest compared OMol25 entry of this formula, charge and spin) in kJ/mol: 276.9

Structure (XYZ):
```
48
C16H28N2O2 the ωB97M-V functional and the def2-TZVPD basis
C -4.979 -0.775 1.565
C -4.161 -1.068 0.308
C -4.223 -2.560 -0.006
C -2.717 -0.585 0.501
C -1.951 -0.471 -0.816
N -0.520 -0.323 -0.624
C 0.206 -0.424 -1.876
C 1.710 -0.484 -1.620
N 2.119 0.672 -0.850
C 3.562 0.804 -0.712
C 4.225 -0.308 0.042
C 4.426 -0.385 1.449
C 5.011 -1.589 1.684
O 5.184 -2.264 0.535
C 4.704 -1.486 -0.451
C 1.415 0.662 0.419
C -0.085 0.824 0.162
C -0.386 2.196 -0.475
C -0.232 3.369 0.493
O 1.104 3.673 0.820
H -4.998 0.293 1.776
H -4.547 -1.286 2.423
H -6.004 -1.116 1.443
H -4.602 -0.514 -0.529
H -3.672 -2.798 -0.913
H -3.798 -3.135 0.814
H -5.255 -2.874 -0.147
H -2.185 -1.277 1.156
H -2.744 0.391 0.988
H -2.084 -1.396 -1.385
H -2.386 0.345 -1.423
H -0.018 0.414 -2.557
H -0.101 -1.348 -2.375
H 1.942 -1.425 -1.093
H 2.241 -0.480 -2.576
H 3.982 0.862 -1.721
H 3.753 1.750 -0.198
H 4.171 0.362 2.173
H 5.339 -2.064 2.587
H 4.766 -1.867 -1.452
H 1.575 -0.282 0.966
H 1.770 1.490 1.034
H -0.597 0.768 1.127
H 0.286 2.346 -1.323
H -1.414 2.201 -0.841
H -0.714 4.258 0.055
H -0.723 3.151 1.445
H 1.602 3.749 -0.002
```



This record from OMol25 describes a single C16H28N2O4 molecule. The level of theory is the ωB97M-V functional and the def2-TZVPD basis.

Properties
LUMO level in Eh: 0.0243
Gap between HOMO and LUMO in eV: 10.48
Relative energy (zero: lowest compared OMol25 entry of this formula, charge and spin) in kJ/mol: 1.5

Structure (XYZ):
```
50
C16H28N2O4 the ωB97M-V functional and the def2-TZVPD basis
C -3.999 -0.072 -5.126
C -3.650 -0.659 -3.760
C -4.802 -0.445 -2.775
C -3.326 -2.149 -3.884
N -2.465 0.057 -3.284
C -1.859 -0.169 -2.120
O -2.153 -0.972 -1.265
N -0.721 0.662 -1.883
C -0.170 1.618 -2.662
O -0.568 1.938 -3.763
C 1.052 2.297 -2.045
O 1.333 1.831 -0.736
C 1.204 2.708 0.282
O 0.912 3.861 0.124
C 1.439 2.054 1.619
C 2.257 0.766 1.562
C 2.569 0.198 2.951
C 1.316 -0.338 3.646
C 1.656 -0.918 5.016
C 2.690 -2.032 4.889
C 3.946 -1.504 4.203
C 3.603 -0.926 2.834
H -4.211 0.991 -5.041
H -3.175 -0.209 -5.822
H -4.878 -0.567 -5.530
H -5.024 0.615 -2.678
H -5.693 -0.960 -3.123
H -4.529 -0.836 -1.799
H -4.194 -2.692 -4.249
H -3.046 -2.547 -2.912
H -2.501 -2.301 -4.576
H -2.067 0.774 -3.882
H -0.271 0.473 -0.994
H 1.920 2.093 -2.680
H 0.876 3.380 -2.024
H 1.920 2.793 2.264
H 0.449 1.857 2.040
H 3.197 0.972 1.046
H 1.722 0.014 0.981
H 2.997 0.997 3.568
H 0.582 0.460 3.770
H 0.866 -1.116 3.026
H 2.054 -0.127 5.656
H 0.749 -1.303 5.487
H 2.940 -2.424 5.876
H 2.271 -2.850 4.299
H 4.397 -0.725 4.823
H 4.677 -2.308 4.092
H 4.509 -0.545 2.358
H 3.199 -1.718 2.198
```



This record from OMol25 describes 2 unconnected molecules or ions with the total composition C16H28N2O6SSi. The level of theory is the ωB97M-V functional and the def2-TZVPD basis.

Properties
LUMO level in Eh: 0.0104
Gap between HOMO and LUMO in eV: 9.06

Structure (XYZ):
```
54
C16H28N2O6SSi the ωB97M-V functional and the def2-TZVPD basis
C -0.519 -1.371 1.982
C 0.267 -0.548 0.929
C 0.799 -1.512 -0.137
C 1.609 -2.563 0.237
C 2.035 -3.429 -0.728
N 1.741 -3.356 -2.021
C 0.996 -2.319 -2.347
C 0.502 -1.381 -1.471
O 1.481 -0.177 1.679
S 1.842 1.338 1.362
O 2.428 1.989 2.459
O 2.505 1.440 0.105
O 0.346 1.812 1.093
C -0.426 0.743 0.428
C -1.842 1.037 0.870
C -2.932 0.432 -0.067
O -3.569 -0.620 0.644
Si -5.025 -1.185 0.009
C -5.881 -0.015 -1.185
C -6.195 -1.383 1.490
C -4.918 -2.873 -0.817
H -0.253 -2.425 1.954
H -0.224 -0.998 2.965
H -1.599 -1.296 1.854
H 1.895 -2.705 1.271
H 2.650 -4.269 -0.409
H 0.744 -2.203 -3.400
H -0.108 -0.566 -1.832
H -0.187 0.925 -0.620
H -2.047 0.725 1.892
H -1.957 2.123 0.866
H -2.414 0.071 -0.966
H -3.600 1.255 -0.329
H -6.822 -0.499 -1.470
H -6.181 0.891 -0.648
H -5.323 0.235 -2.089
H -5.636 -1.677 2.379
H -6.712 -0.432 1.642
H -6.920 -2.158 1.232
H -4.259 -3.582 -0.312
H -5.926 -3.301 -0.753
H -4.706 -2.775 -1.885
C 4.807 3.105 -0.610
N 6.247 3.177 -0.416
C 7.077 2.084 -0.888
C 6.841 4.223 0.186
O 8.038 4.333 0.374
H 4.414 2.224 -0.108
H 4.593 3.033 -1.680
H 4.321 3.991 -0.207
H 7.628 1.653 -0.052
H 7.799 2.458 -1.617
H 6.456 1.320 -1.349
H 6.125 4.999 0.508
```



This record from OMol25 describes 2 unconnected molecules or ions with the total composition C16H28N3O. The level of theory is the ωB97M-V functional and the def2-TZVPD basis.

Properties
LUMO level in Eh: -0.1867
Gap between HOMO and LUMO in eV: 6.72
Charge: +1
Relative energy (zero: lowest compared OMol25 entry of this formula, charge and spin) in kJ/mol: 224.6

Structure (XYZ):
```
48
C16H28N3O the ωB97M-V functional and the def2-TZVPD basis
C 4.109 -1.047 4.057
O 4.621 -0.729 2.779
C 3.599 -0.816 1.802
C 3.851 0.147 0.656
C 2.587 0.700 -0.010
C 1.713 1.578 0.915
C 0.209 1.568 0.565
C -0.770 0.804 1.514
C -0.164 -0.352 2.295
N 0.267 -1.496 1.444
C -0.443 -1.565 0.272
N 0.101 -2.003 -0.851
N -1.758 -1.120 0.230
C -1.941 0.269 0.687
H 4.923 -1.277 4.734
H 3.437 -1.909 4.006
H 3.522 -0.213 4.455
H 3.466 -1.843 1.449
H 2.666 -0.521 2.286
H 4.390 -0.406 -0.116
H 4.515 0.956 0.944
H 2.004 -0.074 -0.509
H 2.952 1.352 -0.800
H 2.054 2.594 0.728
H 1.924 1.394 1.965
H 0.080 1.152 -0.439
H -0.141 2.596 0.512
H -1.117 1.520 2.253
H 0.638 -0.030 2.946
H -0.939 -0.725 2.975
H 0.226 -2.375 1.960
H 0.648 -2.853 -0.894
H -0.015 -1.406 -1.663
H -2.353 -1.775 0.726
H -2.112 0.959 -0.134
H -2.834 0.283 1.309
C -2.709 0.190 -2.812
C -2.313 0.544 -4.095
C -3.264 0.905 -5.038
C -4.609 0.921 -4.696
C -5.004 0.570 -3.412
C -4.054 0.201 -2.471
H -1.974 -0.096 -2.071
H -1.263 0.539 -4.362
H -2.957 1.176 -6.040
H -5.350 1.207 -5.430
H -6.053 0.584 -3.146
H -4.364 -0.078 -1.471
```



This record from OMol25 describes 2 unconnected molecules or ions with the total composition C16H28N5O4. The level of theory is the ωB97M-V functional and the def2-TZVPD basis.

Properties
LUMO level in Eh: -0.0957
Gap between HOMO and LUMO in eV: 9.65
Charge: +1

Structure (XYZ):
```
53
C16H28N5O4 the ωB97M-V functional and the def2-TZVPD basis
O -4.266 -2.449 -3.550
O 4.788 -0.508 -0.555
O -4.020 0.197 0.626
O 2.525 -1.345 0.509
C -3.889 -1.329 -3.239
C 4.165 0.384 0.007
C -4.801 -0.700 0.346
C -1.441 -1.491 -0.075
C -2.263 -2.563 0.157
C -0.332 -2.947 1.177
N 2.945 0.018 0.556
N -0.243 -1.749 0.567
N -5.877 -0.905 1.111
N -3.896 -0.890 -1.977
N -1.553 -3.463 0.934
C -3.376 -0.378 -4.295
C -6.937 -1.899 0.925
C 5.445 4.184 1.765
C 6.521 3.193 1.310
C 4.280 4.211 0.773
C 5.939 1.787 1.120
C 3.679 2.814 0.606
C 4.745 1.796 0.147
C -3.644 -2.827 -0.417
C -4.506 -1.620 -0.851
H 3.252 -1.860 0.079
H -1.676 -0.616 -0.667
H 0.470 -3.431 1.729
H 2.489 0.695 1.168
H 0.608 -1.182 0.519
H -5.975 -0.257 1.880
H -3.609 0.064 -1.812
H -1.888 -4.373 1.229
H -2.375 -0.037 -4.038
H -4.050 0.473 -4.374
H -3.345 -0.898 -5.253
H -7.625 -1.864 1.773
H -6.521 -2.906 0.860
H -7.503 -1.681 0.017
H 5.079 3.900 2.757
H 5.881 5.185 1.847
H 6.957 3.538 0.367
H 7.324 3.159 2.054
H 3.511 4.903 1.130
H 4.633 4.579 -0.196
H 6.723 1.125 0.736
H 5.620 1.395 2.092
H 3.251 2.504 1.565
H 2.869 2.858 -0.130
H 5.106 2.099 -0.841
H -3.522 -3.488 -1.277
H -4.212 -3.392 0.323
H -5.460 -2.011 -1.211
```



This record from OMol25 describes a molecular structure, C16H29AlF8N3Na2O15PSV. The level of theory is the ωB97M-V functional and the def2-TZVPD basis.

Properties
LUMO level in Eh: -0.1232
Gap between HOMO and LUMO in eV: 1.16
Charge: -1

Structure (XYZ):
```
77
C16H29AlF8N3Na2O15PSV the ωB97M-V functional and the def2-TZVPD basis
N 1.146 -2.493 3.220
C 1.229 -1.155 2.612
C 0.278 -0.949 1.420
C -0.765 -0.086 1.666
O -0.879 0.476 2.859
C -1.701 0.194 0.654
C -2.871 1.119 0.866
O -2.877 2.132 0.214
O -3.788 0.801 1.739
C -1.504 -0.402 -0.582
C -0.434 -1.236 -0.785
P -0.299 -1.904 -2.505
O -1.444 -2.822 -2.770
N 0.439 -1.532 0.202
C 1.546 -2.467 -0.090
C 2.801 -1.778 -0.649
O 3.656 -1.373 0.405
C 3.835 0.042 0.366
C 4.784 0.442 1.508
F 4.082 0.841 2.583
F 5.616 1.411 1.137
F 5.507 -0.630 1.878
H 2.072 -2.785 3.515
H 0.481 -2.530 3.992
H 0.992 -0.436 3.400
H 2.236 -0.893 2.273
H -1.391 -0.137 3.437
H -4.175 1.646 2.190
H -2.201 -0.213 -1.396
H -0.458 -0.769 -3.322
H 0.930 -2.558 -2.718
H 1.868 -3.022 0.803
H 1.241 -3.240 -0.803
H 3.359 -2.545 -1.212
H 2.586 -0.981 -1.372
H 4.321 0.330 -0.578
H 2.904 0.614 0.481
F 2.665 2.990 -2.542
Al 2.584 1.509 -3.362
F 4.120 0.810 -3.453
F 1.930 1.765 -4.961
F 1.548 0.430 -2.507
O -4.691 3.136 2.631
H -5.129 3.771 2.062
C -4.328 -2.960 -2.987
S -4.570 -2.019 -4.495
O -4.664 -0.586 -4.107
C -6.245 -2.595 -4.818
H -3.339 -2.704 -2.600
H -5.097 -2.695 -2.258
H -4.372 -4.027 -3.210
H -6.889 -2.352 -3.972
H -6.231 -3.673 -4.986
H -6.612 -2.094 -5.712
C -4.567 0.250 5.039
N -3.243 -0.169 5.573
O -2.371 -0.448 4.767
O -3.127 -0.202 6.766
H -4.527 0.234 3.958
H -5.304 -0.457 5.411
H -4.766 1.255 5.401
Na 2.548 2.948 -6.299
Na 0.528 -4.209 2.128
C 0.717 5.928 -2.853
O 0.058 4.971 -3.680
H 1.538 6.360 -3.420
H 0.023 6.721 -2.565
H 1.115 5.444 -1.960
H -0.664 4.596 -3.166
F -1.858 -2.316 6.219
O 5.436 2.233 -6.170
V 6.944 3.030 -5.816
O 8.424 3.824 -5.467
C 4.875 0.050 5.679
O 6.056 0.085 5.350
O 3.933 -0.354 4.948
O 4.427 0.410 6.797
```



This record from OMol25 describes a single C16H29F3O3S molecule. The level of theory is the ωB97M-V functional and the def2-TZVPD basis.

Properties
LUMO level in Eh: 0.0288
Gap between HOMO and LUMO in eV: 11.32

Structure (XYZ):
```
52
C16H29F3O3S the ωB97M-V functional and the def2-TZVPD basis
C 5.371 -1.201 0.319
C 5.097 0.238 0.753
C 4.176 1.043 -0.204
C 3.235 0.215 -1.082
C 1.922 1.003 -1.356
C 1.346 0.724 -2.757
C -0.083 0.183 -2.698
C -0.097 -1.253 -2.168
C -1.484 -1.632 -1.570
C -1.393 -1.997 -0.072
C -2.449 -1.316 0.797
C -2.480 0.226 0.634
C -3.746 0.643 -0.158
O -4.567 1.662 0.446
S -5.456 1.184 1.739
O -5.607 -0.233 1.647
O -4.438 1.459 3.001
C -3.297 0.588 3.040
C -2.312 1.001 1.942
C -0.875 0.997 2.400
F -0.705 1.638 3.530
F -0.329 -0.202 2.461
F -0.152 1.678 1.484
H 4.467 -1.783 0.491
H 6.146 -1.658 0.920
H 5.589 -1.283 -0.741
H 6.067 0.734 0.741
H 4.761 0.268 1.784
H 3.590 1.715 0.418
H 4.814 1.685 -0.802
H 3.705 0.043 -2.046
H 2.938 -0.711 -0.612
H 1.206 0.637 -0.622
H 2.043 2.066 -1.175
H 1.947 0.007 -3.304
H 1.308 1.674 -3.290
H -0.669 0.811 -2.025
H -0.582 0.233 -3.663
H 0.149 -1.946 -2.967
H 0.665 -1.346 -1.402
H -2.151 -0.795 -1.747
H -1.848 -2.493 -2.123
H -0.402 -1.820 0.335
H -1.558 -3.069 -0.009
H -3.416 -1.780 0.627
H -2.203 -1.533 1.833
H -1.617 0.472 0.023
H -3.396 1.078 -1.089
H -4.330 -0.217 -0.452
H -2.820 0.782 3.994
H -3.557 -0.465 3.037
H -2.524 2.046 1.738
```



This record from OMol25 describes a molecular structure, C16H29LuN2. The level of theory is the ωB97M-V functional and the def2-TZVPD basis.

Properties
LUMO level in Eh: -0.2628
Gap between HOMO and LUMO in eV: 8.27
Charge: +2

Structure (XYZ):
```
48
C16H29LuN2 the ωB97M-V functional and the def2-TZVPD basis
C 0.098 -2.986 1.631
H 0.055 -2.189 2.371
H 0.409 -3.920 2.106
H -0.903 -3.177 1.266
C 1.106 -2.564 0.529
H 0.549 -2.367 -0.386
H 1.674 -1.634 0.781
C 2.105 -3.685 0.223
H 3.015 -3.338 -0.265
H 2.395 -4.263 1.103
H 1.649 -4.394 -0.468
C -0.610 1.518 -2.144
C 0.096 0.472 -2.859
C -0.502 -0.780 -2.526
C -1.535 -0.533 -1.589
C -1.625 0.887 -1.374
C -2.642 1.543 -0.503
C -2.535 -1.547 -1.107
C -0.145 -2.130 -3.042
C 1.394 0.638 -3.569
C -0.224 2.944 -2.057
Lu 0.442 0.250 -0.581
H -3.035 -1.222 -0.180
H -3.299 -1.682 -1.898
H -2.061 -2.528 -0.911
H -3.048 0.846 0.244
H -2.266 2.421 0.036
H -3.485 1.870 -1.131
H 0.850 3.103 -2.174
H -0.717 3.512 -2.849
H -0.549 3.382 -1.114
H 1.932 -0.320 -3.616
H 1.260 0.975 -4.606
H 2.032 1.386 -3.070
H -0.172 -2.864 -2.232
H -0.847 -2.492 -3.804
H 0.853 -2.157 -3.473
C -0.448 2.699 4.496
N 0.712 2.206 3.696
C 2.061 2.606 4.146
C 0.534 1.686 2.532
N 0.441 1.203 1.453
H -0.013 3.189 5.373
H -1.091 1.858 4.816
H -1.037 3.435 3.920
H 2.701 1.725 4.291
H 2.522 3.300 3.424
H 1.902 3.118 5.096
```



Number 1: maximum force 2.49 eV/A, E_tot -3686.2802 Ha. Number 2: maximum force 0.88 eV/A, E_tot -886.4153 Ha. Number 3: maximum force 0.67 eV/A, E_tot -1037.0374 Ha. Number 4: maximum force 2.38 eV/A, E_tot -1875.1315 Ha. Number 5: maximum force 2.08 eV/A, E_tot -865.6462 Ha. Number 6: maximum force 2.33 eV/A, E_tot -1201.0139 Ha. Number 7: maximum force 2.45 eV/A, E_tot -4969.3164 Ha. Number 8: maximum force 1.96 eV/A, E_tot -1550.5316 Ha. Number 9: maximum force 3.59 eV/A, E_tot -1971.5355 Ha.